Entry 1:
{
  "formula": "C10H11N3",
  "method": "ωB97M-V/def2-TZVPD",
  "relative_energy_kj_mol": 414.30,
  "total_charge": 2,
  "orbital_gap_ev": [6.525, 6.928],
  "homo_ev": [-16.4, -16.9],
  "symbols": ["N", "N", "N", "C", "C", "C", "C", "C", "C", "C", "C", "C", "C", "H", "H", "H", "H", "H", "H", "H", "H", "H", "H", "H"],
  "coordinates": [[1.10545, -1.56288, 2.85573], [0.13904, 0.48795, -0.04609], [0.33595, -2.06552, 0.67945], [0.65992, 4.00035, 0.71995], [-0.22840, -1.75105, -0.44895], [-1.70274, -1.07696, -2.70771], [-1.32390, -0.10606, -1.87544], [-0.40390, -0.42242, -0.82011], [0.38911, -1.37074, 1.80552], [0.50465, 1.71604, 0.02186], [-0.70891, -2.74453, -1.30135], [0.32273, 2.74260, 1.04078], [-1.37340, -2.42181, -2.42408], [0.78285, 4.72014, 1.47831], [-2.29410, -0.83686, -3.68265], [0.22367, -3.12214, 0.85530], [0.88992, 4.27279, -0.34421], [0.03002, 2.55819, 2.02050], [0.94625, 1.97526, -0.93157], [-1.64877, -3.26102, -3.15341], [-0.56234, -3.84212, -1.03359], [-1.55912, 1.04220, -2.01405], [1.83402, -2.43463, 2.91223], [0.87993, -0.98359, 3.64445]],
  "mulliken_charge": [-0.22, -0.13, -0.11, -0.65, 0.96, -0.53, -0.46, 0.72, 0.06, -0.02, -0.74, -0.08, -0.53, 0.30, 0.35, 0.35, 0.24, 0.38, 0.45, 0.36, 0.26, 0.36, 0.35, 0.32]
}



Entry 2:
{
  "formula": "C29H22NO8RhS3Se4",
  "method": "ωB97M-V/def2-TZVPD",
  "relative_energy_kj_mol": 0.00,
  "total_charge": -2,
  "orbital_gap_ev": [5.985, 5.298],
  "homo_ev": [-2.0, -2.1],
  "multiplicity": 5,
  "symbols": ["Rh", "Se", "Se", "Se", "Se", "S", "S", "S", "O", "O", "O", "O", "O", "O", "O", "O", "N", "C", "C", "C", "C", "C", "C", "C", "C", "C", "C", "C", "C", "C", "C", "C", "C", "C", "C", "C", "C", "C", "C", "C", "C", "C", "C", "C", "C", "C", "H", "H", "H", "H", "H", "H", "H", "H", "H", "H", "H", "H", "H", "H", "H", "H", "H", "H", "H", "H", "H", "H"],
  "coordinates": [[0.20669, -0.88557, 0.04659], [-2.54767, -1.31091, -2.73267], [0.68709, -2.54255, -3.10439], [-3.41923, -0.95860, -4.68988], [1.40195, -2.72608, -0.97636], [4.86061, -1.29363, -0.08288], [3.32510, 2.29998, -1.03042], [3.29105, 0.55671, 3.75366], [0.21956, -1.55210, 2.22354], [1.80022, 0.37834, 0.02036], [-1.33306, 2.93418, 0.96866], [-5.91130, -3.12256, 1.05250], [-1.07088, 0.75671, 0.58366], [1.46150, 5.63867, -3.87475], [0.67789, 6.20243, -1.95844], [-1.54416, -2.00085, -0.00050], [0.89581, 5.37517, -2.82366], [-0.80124, -1.64320, 2.90003], [2.20366, 1.47340, 4.71342], [5.51324, 3.00771, 0.08577], [4.72509, 3.28188, -0.99432], [-3.69191, -2.57634, 0.61054], [-2.37911, -2.14411, 0.95545], [4.96934, 1.97304, 0.89374], [-4.46075, -2.45614, 2.89834], [-0.39017, 2.32476, -1.10390], [0.41476, 1.72621, -3.31060], [0.52514, 3.97767, -2.56793], [3.29205, -2.00380, 1.78952], [-4.69036, -2.71760, 1.53599], [-2.12415, -1.93217, 2.36118], [3.58541, -0.92348, 1.00917], [3.78898, 1.49378, 0.40516], [-3.18751, -2.08101, 3.26154], [0.77183, 3.03758, -3.55993], [1.29185, 1.61569, 2.58633], [1.18562, 1.97059, 3.95982], [5.01014, -2.88586, 0.51840], [2.38126, 0.84932, 2.31528], [-0.62074, -1.46445, 4.39791], [4.11262, -3.13071, 1.51215], [-0.15888, 1.37889, -2.09310], [2.84061, 0.40778, 0.91894], [-0.04904, 3.64851, -1.35386], [-6.97655, -3.19926, 1.96649], [-1.01001, 1.98185, 0.25303], [0.42781, -1.23714, 4.57662], [-0.42814, 0.33977, -1.93881], [2.48069, -1.99691, 2.50350], [4.89520, 4.01878, -1.76399], [0.37389, 2.56396, 4.35828], [-6.78993, -3.94294, 2.74823], [-0.23161, 4.38988, -0.59101], [2.36148, 1.57278, 5.77602], [0.57425, 1.90330, 1.83520], [-1.22733, -0.63309, 4.76091], [-5.23496, -2.54689, 3.64482], [5.73638, -3.56294, 0.09764], [6.44262, 3.51927, 0.29949], [0.58735, 0.95281, -4.04792], [-7.85032, -3.50063, 1.39141], [1.22840, 3.34219, -4.48945], [5.42952, 1.59702, 1.79738], [4.01945, -4.08331, 2.01525], [-3.00451, -1.89682, 4.31172], [-7.17518, -2.23243, 2.43919], [-3.90147, -2.76822, -0.43316], [-0.90780, -2.36345, 4.94641]],
  "lowdin_spin": [0.89, 1.02, 0.57, 0.82, 0.49, 0.01, 0.00, 0.00, 0.06, 0.01, 0.00, 0.00, 0.01, 0.00, 0.00, 0.01, 0.00, 0.01, 0.00, 0.00, 0.00, 0.01, 0.00, 0.00, 0.00, 0.00, 0.00, 0.00, 0.00, 0.00, 0.00, 0.01, 0.00, 0.00, 0.00, 0.00, 0.00, 0.00, 0.00, 0.00, 0.00, 0.03, 0.00, 0.00, 0.00, 0.00, 0.00, 0.02, 0.00, 0.00, 0.00, 0.00, 0.00, 0.00, 0.00, 0.00, 0.00, 0.00, 0.00, 0.00, 0.00, 0.00, 0.00, 0.00, 0.00, 0.00, 0.01, 0.00]
}



Entry 3:
{
  "formula": "C40H36ClN3NiSi2",
  "method": "ωB97M-V/def2-TZVPD",
  "relative_energy_kj_mol": 113.73,
  "total_charge": 0,
  "orbital_gap_ev": [6.270, 7.392],
  "homo_ev": [-6.1, -7.9],
  "multiplicity": 3,
  "symbols": ["Ni", "Cl", "Si", "Si", "N", "N", "N", "C", "C", "C", "C", "C", "C", "C", "C", "C", "C", "C", "C", "C", "C", "C", "C", "C", "C", "C", "C", "C", "C", "C", "C", "C", "C", "C", "C", "C", "C", "C", "C", "C", "C", "C", "C", "C", "C", "C", "C", "H", "H", "H", "H", "H", "H", "H", "H", "H", "H", "H", "H", "H", "H", "H", "H", "H", "H", "H", "H", "H", "H", "H", "H", "H", "H", "H", "H", "H", "H", "H", "H", "H", "H", "H", "H"],
  "coordinates": [[-1.43230, 0.16622, 2.62732], [3.48210, -0.27995, 1.36431], [2.62020, -0.82552, -0.40763], [-1.05812, 0.69805, -2.33938], [-0.89579, 1.96279, 2.57519], [0.85486, 1.14543, 3.91068], [0.22025, 0.00270, 3.58736], [0.71375, -1.46300, -3.54268], [-0.42789, -3.70840, -0.49461], [-2.48407, -1.40453, 3.51483], [-0.61598, 1.99175, -3.67430], [0.25858, 2.22053, 3.29372], [-2.30168, -1.66758, 2.12900], [0.59622, 1.97770, -4.37367], [1.56448, -2.33296, -0.08081], [0.08313, -4.71835, 0.32730], [-0.51365, -0.78167, -3.45925], [-1.20322, 4.07070, -4.79718], [-1.50654, -1.05153, -4.42258], [-0.10674, 2.98994, -1.06654], [0.69658, -2.44226, 3.70949], [-2.91184, -0.59478, 1.39561], [0.28441, -2.51137, -0.62475], [2.49253, -3.16461, 5.16117], [1.40709, 0.59017, -0.71790], [-1.51627, 3.01155, 1.99521], [1.53736, -3.44638, 4.17590], [-0.77451, 1.79520, -0.70080], [0.01291, 4.05444, -5.50036], [-3.22301, -0.19191, 3.64946], [0.91907, 3.00980, -5.27400], [1.70850, -0.87558, 5.26918], [1.31946, -4.52626, 0.96132], [2.55321, -1.88440, 5.73743], [2.04393, -3.34129, 0.77171], [-1.53297, 3.01987, -3.92308], [1.99480, 1.83648, -0.81295], [0.14435, 4.58621, 2.79881], [-3.48104, 0.32134, 2.33992], [0.94055, -2.40233, -4.56299], [-0.04710, 0.55070, -0.61324], [-0.04727, -2.66405, -5.52111], [1.26224, 2.99522, -1.13351], [0.82481, -1.11869, 4.19592], [-1.03071, 4.31988, 2.07368], [0.79866, 3.52098, 3.39324], [-1.26760, -1.97654, -5.45165], [-1.38689, -3.81733, -1.02486], [1.70549, -5.30791, 1.62310], [-2.50837, 0.44740, -2.09567], [-1.73229, 1.84509, -0.21049], [-0.70207, 3.86455, -1.32008], [2.97119, -3.18659, 1.32845], [1.79992, 3.90414, -1.40983], [-2.41426, 2.77200, 1.42375], [-1.90526, 4.90429, -4.92024], [1.88330, 2.99889, -5.78786], [0.12769, -3.39430, -6.32205], [1.89786, -2.92279, -4.62205], [3.27256, -1.66651, 6.53394], [1.72392, 3.59179, 3.96463], [-1.55825, 5.10797, 1.53926], [-4.10961, 1.17057, 2.10203], [0.53245, 5.60391, 2.88239], [-0.50108, -5.62928, 0.49562], [-2.21018, -2.07631, 4.32752], [3.06498, 1.95795, -0.59995], [-2.50384, 3.00937, -3.42048], [-1.84071, -2.55061, 1.69112], [3.68161, -1.07348, -1.35768], [-2.04902, -2.15096, -6.20212], [1.51508, -1.28282, -2.81645], [-2.95352, -0.52710, 0.31641], [-3.55865, 0.24549, 4.58160], [1.31218, 1.16767, -4.22452], [1.75808, 0.13567, 5.68295], [-0.01909, -2.61171, 2.90717], [-0.18950, -1.72268, -1.21076], [3.17929, -3.95212, 5.47862], [-0.47401, -0.20717, 0.06600], [0.24846, 4.85187, -6.21908], [-2.46626, -0.51118, -4.39587], [1.45309, -4.45147, 3.75269]],
  "lowdin_spin": [0.07, 0.01, 0.01, 0.14, 0.09, 0.22, 0.30, 0.00, 0.00, -0.04, 0.02, 0.04, 0.03, 0.00, 0.00, 0.00, 0.05, 0.00, 0.00, 0.01, 0.04, -0.02, 0.00, 0.05, 0.11, 0.01, -0.01, 0.20, 0.00, 0.02, 0.00, 0.05, 0.00, -0.01, 0.00, 0.00, 0.05, 0.02, 0.03, 0.00, 0.19, 0.00, 0.15, 0.00, 0.07, 0.04, 0.00, 0.00, 0.00, 0.00, 0.01, 0.00, 0.00, 0.01, 0.00, 0.00, 0.00, 0.00, 0.00, 0.00, 0.00, 0.00, 0.00, 0.00, 0.00, 0.00, 0.00, 0.00, 0.00, 0.00, 0.00, 0.00, 0.00, 0.00, 0.00, 0.00, 0.00, 0.00, 0.00, 0.02, 0.00, 0.00, 0.00]
}